C18H18BF7N3ORuS2 as an isolated structure in a non-equilibrium geometry. Source: the Open Molecules 2025 dataset; level of theory: ωB97M-V with the def2-TZVPD basis set.

Last column: Mulliken spin population.
CARTESIAN COORDINATES (ANGSTROEM)
Ru1 0.00059 -1.45828 1.04948  3.98
F1 1.75720 -6.16664 0.41062  0.00
C1 2.76036 -5.52514 -0.27947  0.01
F2 3.86199 -6.34875 -0.16887  0.00
F3 2.40006 -5.57355 -1.60533  0.00
C2 3.04416 -4.16364 0.20038  -0.02
C3 4.25237 -3.81348 0.79556  0.00
C4 4.45185 -2.50528 1.22054  0.01
C5 3.42992 -1.57493 1.08894  0.00
N1 2.23779 -1.90685 0.53903  0.11
C6 2.02337 -3.16296 0.08317  0.02
S1 0.45936 -3.35343 -0.57898  0.33
H1 5.01303 -4.57002 0.90630  0.00
H2 5.39485 -2.21371 1.66028  0.00
H3 3.50858 -0.54170 1.40676  0.00
C7 -2.55435 4.60501 1.02690  0.00
C8 -1.41734 4.21740 0.09687  0.00
N2 -0.46823 3.27619 0.72665  0.02
C9 0.53418 3.85428 1.61455  0.02
C10 1.80998 4.24372 0.88530  -0.01
C11 -0.52306 1.95439 0.42820  -0.02
S2 0.78784 0.94998 0.97983  0.26
N3 -1.47214 1.55042 -0.41351  0.02
C12 -1.83438 0.32896 -0.63222  0.01
O1 -1.82885 -0.64542 0.25048  0.14
C13 -2.39103 0.04237 -1.98334  0.01
C14 -2.97132 1.06486 -2.73395  0.00
C15 -3.43706 0.79037 -4.01574  0.00
C16 -3.28398 -0.48482 -4.56031  0.00
C17 -2.68656 -1.49617 -3.80435  0.00
C18 -2.25373 -1.23591 -2.51319  0.00
H4 -3.20134 5.32753 0.51607  0.00
H5 -2.19385 5.06310 1.96456  0.00
H6 -3.16695 3.72951 1.28052  0.00
H7 -0.81955 5.09177 -0.21286  0.00
H8 -1.77857 3.73257 -0.81356  0.00
H9 0.71612 3.10608 2.39575  0.00
H10 0.04392 4.71937 2.07678  0.00
H11 2.33423 3.35496 0.52738  0.00
H12 2.47045 4.77852 1.57878  0.00
H13 1.58750 4.90003 0.04290  0.00
H14 -3.06914 2.05756 -2.30696  0.00
H15 -3.91580 1.58320 -4.58374  0.00
H16 -3.64281 -0.69204 -5.55752  0.00
H17 -2.55640 -2.48809 -4.21556  0.00
H18 -1.79832 -2.01648 -1.91350  0.01
F4 -1.03751 -3.22618 2.46623  0.03
B1 -0.34082 -2.50404 3.49095  0.00
F5 1.03933 -2.48937 3.05974  0.03
F6 -0.49267 -3.02403 4.74194  0.00
F7 -0.78331 -1.14119 3.38151  0.03

Summary:
Gap between HOMO and LUMO (alpha / beta) ... 8.3 / 6.5 eV
Spin multiplicity ... 6
HOMO level (alpha / beta) ... -8.6 / -8.8 eV
Net charge ... 0



C15H15MnN4O7S as an isolated structure. Source: the Open Molecules 2025 dataset; level of theory: ωB97M-V with the def2-TZVPD basis set.

Last column: Mulliken spin population.
CARTESIAN COORDINATES (ANGSTROEM)
Mn1 -0.29121 0.49948 -0.53942  1.05
O1 -1.74362 3.95476 1.09930  0.01
C1 -1.14604 3.01583 0.60756  0.00
N1 -1.55888 1.73120 0.41419  0.00
C2 -2.71955 1.19638 0.87880  0.00
O2 -3.62513 1.70906 1.51309  0.00
C3 -2.80276 -0.27667 0.50620  -0.01
C4 -3.92667 -1.02790 0.80966  0.01
C5 -3.95795 -2.36203 0.44294  -0.01
C6 -2.86682 -2.90663 -0.22322  0.01
C7 -1.77754 -2.09625 -0.49133  -0.01
N2 -1.74227 -0.81640 -0.11631  -0.02
C8 0.28373 3.20952 0.11033  0.00
C9 0.89432 4.44834 0.20342  0.00
C10 2.19699 4.58158 -0.24754  0.00
C11 2.84637 3.47740 -0.77870  0.00
C12 2.17028 2.26966 -0.83953  0.00
N3 0.92464 2.14300 -0.39191  -0.02
H1 -4.74602 -0.53884 1.31761  0.00
H2 -4.82734 -2.97037 0.65909  0.00
H3 -2.86435 -3.93772 -0.54964  0.00
H4 -0.90628 -2.43796 -1.04030  0.00
H5 0.32961 5.27031 0.61967  0.00
H6 2.69920 5.53982 -0.19496  0.00
H7 3.85489 3.54799 -1.16197  0.00
H8 2.59732 1.38337 -1.28993  0.00
C13 2.79173 -1.73722 0.51507  0.00
N4 1.59164 -2.24196 1.17231  0.00
C14 1.43845 -3.66733 1.34684  0.00
C15 0.63585 -1.38825 1.53817  0.00
O3 0.69303 -0.17343 1.37719  0.00
H9 3.29434 -2.57045 0.02769  0.00
H10 3.46681 -1.28690 1.24618  0.00
H11 2.50554 -1.01102 -0.24385  0.00
H12 2.22969 -4.07062 1.98374  0.00
H13 1.47566 -4.17419 0.38058  0.00
H14 0.47571 -3.87717 1.81155  0.00
H15 -0.22713 -1.87278 2.02168  0.00
O4 0.13693 -1.18534 -3.88229  0.00
S1 0.48478 -0.10855 -2.97911  0.00
O5 0.95277 -0.69158 -1.62696  0.00
O6 -0.74722 0.65423 -2.52209  -0.01
O7 1.50652 0.79564 -3.48380  0.00

Summary:
ΔE to the lowest compared entry with this formula, charge and spin ... 0.107 eV
Gap between HOMO and LUMO (alpha / beta) ... 7.0 / 6.3 eV
Spin multiplicity ... 2
HOMO level (alpha / beta) ... -4.5 / -3.8 eV
Net charge ... -1



C27H28N6O13PtS4 as an isolated structure. Source: the Open Molecules 2025 dataset; level of theory: ωB97M-V with the def2-TZVPD basis set.

Last column: Mulliken charge in e.
CARTESIAN COORDINATES (ANGSTROEM)
Pt1 -0.81041 1.21863 -0.54764  0.52
C1 4.27316 -1.58866 -4.39520  -1.56
C2 3.80225 -0.96464 -3.10932  1.01
C3 3.16220 -1.73163 -2.14455  -0.83
C4 2.72086 -1.15944 -0.95881  -0.15
C5 2.91575 0.19246 -0.73743  -0.46
C6 3.56734 0.97411 -1.68180  -0.68
C7 4.00592 0.39300 -2.85811  -0.90
S1 2.28111 0.94541 0.73846  1.92
O1 1.86787 -0.15425 1.57351  -0.78
O2 3.27333 1.86584 1.23546  -0.80
N1 1.02375 1.75629 0.18465  -0.33
C8 0.65166 3.06198 0.45585  0.73
C9 1.27770 4.11937 1.10408  -0.68
C10 0.53934 5.27758 1.26354  -0.28
C11 -0.75985 5.37328 0.76620  -0.71
C12 -1.30806 4.28561 0.12300  -0.07
N2 -0.60020 3.17126 -0.03780  -0.30
H1 3.72069 -2.50352 -4.60782  0.33
H2 5.33539 -1.84075 -4.34041  0.32
H3 4.13890 -0.90572 -5.23481  0.37
H4 2.98319 -2.78419 -2.33323  0.37
H5 2.21509 -1.74882 -0.20541  0.58
H6 3.71122 2.03037 -1.49273  0.49
H7 4.50101 1.00412 -3.60465  0.36
H8 2.26367 4.00024 1.52448  0.51
H9 0.96510 6.09760 1.82790  0.40
H10 -1.35089 6.26285 0.92520  0.36
H11 -2.31816 4.26314 -0.26316  0.48
O3 -3.51549 -1.11167 -1.25062  -0.68
S2 -3.35241 0.12319 -2.06647  1.14
O4 -4.63532 0.65276 -2.48908  -0.75
O5 -2.74065 1.19428 -1.11690  -0.70
O6 -2.40660 -0.11113 -3.15757  -0.77
C13 -5.20761 -3.95803 -3.99874  -1.40
C14 -4.81375 -3.58080 -2.57948  0.16
S3 -3.58673 -4.70368 -1.96840  1.17
O7 -4.19652 -5.99640 -1.72006  -0.75
O8 -2.43730 -4.65626 -2.84322  -0.62
C15 -3.11561 -4.00136 -0.38454  -0.37
C16 -1.61027 -4.11518 -0.12613  -1.39
N3 -0.89437 -2.92696 -0.58871  0.60
C17 -1.07757 -1.70339 -0.05123  1.00
N4 -0.63843 -0.76685 -0.87802  -0.14
C18 -0.20805 -1.37104 -2.01559  -0.65
C19 -0.34087 -2.71182 -1.84561  -0.15
N5 0.27279 -3.71776 -2.63426  1.51
O9 0.49508 -4.80558 -2.11868  -0.74
O10 0.60190 -3.41518 -3.76720  -0.69
C20 -1.72306 -1.40963 1.24683  -1.77
H12 -5.96837 -3.26193 -4.35036  0.41
H13 -5.60613 -4.97217 -4.05039  0.34
H14 -4.34619 -3.88321 -4.66059  0.33
H15 -5.65094 -3.64118 -1.88178  0.41
H16 -4.37042 -2.58343 -2.50352  -0.08
H17 -3.68950 -4.54627 0.36342  0.56
H18 -3.42098 -2.95089 -0.41246  0.19
H19 -1.17145 -4.97631 -0.61998  0.51
H20 -1.43115 -4.21104 0.94322  0.49
H21 0.19504 -0.82828 -2.84952  0.54
H22 -1.70539 -2.26804 1.91649  0.49
H23 -2.75157 -1.10033 1.04708  0.28
H24 -1.19997 -0.57388 1.71249  0.20
O11 0.45674 5.74441 6.44410  -0.74
S4 0.88510 5.37326 5.11143  1.21
O12 1.66548 6.38008 4.41397  -0.69
N6 -0.29858 4.81169 4.20329  -0.54
C21 -0.12262 3.51363 3.86276  0.24
O13 -0.83463 2.85849 3.11097  -0.61
C22 1.14078 2.92798 4.46294  0.43
C23 1.64059 1.64829 4.30555  -0.13
C24 2.84879 1.33944 4.91843  -0.60
C25 3.53385 2.29236 5.66926  -0.38
C26 3.03016 3.58065 5.81772  -0.67
C27 1.83054 3.86747 5.19825  -0.13
H25 1.11184 0.92851 3.69505  0.51
H26 3.27243 0.35022 4.79558  0.39
H27 4.47769 2.02912 6.13257  0.35
H28 3.56079 4.33236 6.38824  0.41

Summary:
ΔE to the lowest compared entry with this formula, charge and spin ... 0.000 eV
Gap between HOMO and LUMO ... 7.4 eV
HOMO level ... -3.6 eV
Net charge ... -2



| no. | molar mass (g mol⁻¹) |
| --- | --- |
| 1 | 601.364 |
| 2 | 450.311 |
| 3 | 967.896 |